[1]
{"formula": "C34H29Br12F5", "method": "the ωB97M-V functional and the def2-TZVPD basis", "de_lowest_ev": 1.911, "max_force_ev_per_a": 2.5, "e_tot_ha": -32700.3410, "homo_ev": -9.220, "elements": ["Br", "Br", "Br", "Br", "Br", "Br", "Br", "Br", "Br", "Br", "Br", "Br", "F", "F", "F", "F", "F", "C", "C", "C", "C", "C", "C", "C", "C", "C", "C", "C", "C", "C", "C", "C", "C", "C", "C", "C", "C", "C", "C", "C", "C", "C", "C", "C", "C", "C", "C", "C", "C", "C", "C", "H", "H", "H", "H", "H", "H", "H", "H", "H", "H", "H", "H", "H", "H", "H", "H", "H", "H", "H", "H", "H", "H", "H", "H", "H", "H", "H", "H", "H"], "xyz": [[-1.058, -7.610, -6.269], [-7.159, -4.249, -2.593], [-2.726, -1.330, -6.857], [1.595, -8.781, -4.896], [-8.924, 0.277, -6.996], [-0.174, -6.366, -3.403], [-7.232, -3.310, 0.587], [0.299, -0.369, -6.601], [-8.792, 2.328, -4.397], [-1.731, 1.274, -8.531], [-6.831, 2.760, -6.872], [-5.801, -6.054, -0.136], [4.498, -5.269, 0.176], [6.382, 3.703, 3.378], [-1.563, 11.083, -0.244], [-0.343, 2.895, -0.302], [-2.963, -1.412, 6.582], [-1.385, 2.201, -0.808], [5.040, -0.229, 3.643], [4.232, 0.767, 3.132], [-1.025, -2.635, 3.781], [-3.560, 0.605, -1.416], [5.944, 2.444, 3.543], [-0.410, -3.736, 4.307], [4.704, 2.104, 3.091], [-2.034, -2.111, 5.853], [-1.798, -1.787, 4.559], [-1.545, 0.327, -6.884], [-3.824, 1.842, -0.775], [-2.297, 0.219, -1.737], [-7.295, -4.848, -0.713], [-0.836, 11.437, 1.953], [6.537, -5.016, -3.377], [-1.077, 10.587, 0.892], [-0.610, -4.060, 5.683], [-0.889, 9.229, 1.024], [-0.432, 10.964, 3.170], [-0.232, -7.986, -4.508], [-0.543, 8.713, 2.246], [5.191, -5.196, -0.987], [6.675, 1.432, 4.197], [5.767, -3.959, -2.944], [6.258, 0.112, 4.210], [-2.703, 2.584, -0.491], [-7.762, 1.387, -5.829], [6.058, -6.220, -1.383], [-1.439, -3.224, 6.433], [5.031, -4.050, -1.757], [-0.340, 9.592, 3.297], [-1.200, 1.025, -1.474], [6.772, -6.151, -2.582], [0.122, 9.130, 4.157], [-0.834, -8.765, -4.040], [-4.380, -0.084, -1.550], [-4.826, 2.033, -0.420], [4.126, 2.926, 2.695], [-7.049, 0.720, -5.345], [5.639, -3.089, -3.571], [-8.227, -5.409, -0.648], [-0.084, -4.910, 6.090], [-0.983, 12.468, 1.668], [7.367, -6.974, -2.949], [-0.917, -2.558, 2.710], [-2.316, -0.926, 4.162], [-1.869, 0.996, -6.086], [3.247, 0.513, 2.771], [6.991, -4.966, -4.356], [7.586, 1.759, 4.677], [-0.085, 11.553, 4.006], [-1.606, -3.524, 7.457], [-0.208, 0.758, -1.805], [-2.268, -0.785, -2.134], [0.174, -4.379, 3.665], [-2.871, 3.458, 0.121], [6.287, -7.037, -0.715], [4.668, -1.242, 3.667], [4.383, -3.278, -1.368], [-0.978, 8.649, 0.118], [6.915, -0.611, 4.672], [-0.455, 7.644, 2.375]], "forces_ev_per_a": [[0.3, -0.1, 0.9], [0.1, -0.3, 1.2], [0.6, 1.3, 0.1], [-1.4, 0.7, 0.6], [0.7, 0.7, 0.8], [0.1, -1.0, -0.5], [-0.4, -1.0, -1.1], [-1.0, 0.8, 0.0], [0.5, -0.8, -0.8], [0.1, -0.1, 0.1], [-0.2, -0.7, 0.4], [-1.0, 0.6, -0.7], [0.3, -0.3, -0.3], [0.2, -0.3, 0.4], [0.1, 0.2, -0.6], [-0.3, 0.0, -0.5], [0.8, -0.2, -0.5], [-1.6, -0.1, 0.6], [-0.3, 0.0, 0.2], [0.6, 1.0, 0.0], [0.2, -0.2, -0.6], [-1.5, 0.9, 0.9], [-0.1, -1.9, 0.7], [-0.2, -0.8, 1.8], [-1.1, -0.3, -0.6], [-0.4, -0.7, 1.3], [-0.6, 0.6, -0.8], [0.0, -1.6, -0.1], [1.2, -2.0, -0.9], [-0.3, -0.5, -0.3], [1.1, 0.4, 0.4], [-0.5, 1.3, -1.4], [0.8, -0.6, -0.1], [0.0, -0.6, 1.3], [0.1, 1.3, -1.6], [-0.3, 0.0, -1.3], [0.4, -0.9, 0.3], [0.7, 0.1, -1.0], [-0.2, 0.3, 0.0], [0.4, 0.2, -0.7], [0.7, 1.4, -0.3], [-1.0, 0.0, 0.4], [0.2, 0.6, 0.0], [0.2, 1.3, 1.1], [-0.8, 0.6, -0.1], [0.5, -0.1, 0.4], [0.6, -1.0, 0.3], [0.6, -0.6, 0.2], [1.0, -1.0, 0.5], [1.0, -0.2, -0.5], [-1.6, 1.2, 0.0], [-0.3, 0.3, 0.5], [0.3, 0.3, 0.0], [-0.1, -0.1, -0.2], [0.1, 0.5, -0.1], [-0.4, -0.2, -0.2], [-0.2, 0.3, -0.2], [0.1, 0.1, 0.0], [0.3, 0.3, 0.3], [-0.2, 0.0, 0.3], [0.1, 0.4, 0.6], [0.1, 0.0, 0.2], [-0.1, 0.8, -0.1], [0.0, 0.0, -0.2], [0.3, -0.4, 0.0], [0.0, 0.2, -0.1], [0.2, 0.1, -0.1], [0.3, -0.3, 0.0], [-0.3, 0.4, -0.2], [-0.3, 0.4, 0.2], [0.1, -0.2, 0.2], [0.8, 0.0, -0.3], [0.1, -0.1, 0.1], [0.4, 0.3, 0.0], [-0.4, -0.1, 0.2], [0.1, -0.1, 0.0], [0.0, 0.2, -0.2], [-0.2, -0.4, 0.1], [-0.1, -0.2, 0.0], [0.2, 0.0, 0.1]], "mulliken_charge": [-0.02, 0.00, -0.02, -0.04, -0.01, 0.03, -0.01, -0.02, -0.02, 0.01, 0.00, -0.02, -0.29, -0.29, -0.30, -0.28, -0.30, 0.27, -0.37, -0.49, -0.41, -0.23, 0.11, -0.47, -0.17, 0.41, -0.39, -0.34, -0.62, -0.59, -0.33, -0.15, -0.34, 0.20, -0.40, -0.22, -0.57, -0.35, -0.51, 0.36, -0.26, -0.46, -0.42, -0.28, -0.32, -0.31, -0.39, -0.33, -0.27, -0.32, -0.50, 0.31, 0.38, 0.43, 0.40, 0.38, 0.35, 0.35, 0.37, 0.37, 0.37, 0.38, 0.38, 0.42, 0.37, 0.40, 0.35, 0.37, 0.36, 0.37, 0.45, 0.44, 0.39, 0.35, 0.38, 0.38, 0.42, 0.38, 0.36, 0.38]}

=====

[2]
{"formula": "C43H33BrClIN9O6SY", "method": "the ωB97M-V functional and the def2-TZVPD basis", "de_lowest_ev": 0.000, "max_force_ev_per_a": 4.4, "e_tot_ha": -6371.2442, "homo_ev": -2.942, "total_charge": -2, "elements": ["I", "Y", "Br", "Cl", "S", "O", "O", "O", "O", "O", "O", "N", "N", "N", "N", "N", "N", "N", "N", "N", "C", "C", "C", "C", "C", "C", "C", "C", "C", "C", "C", "C", "C", "C", "C", "C", "C", "C", "C", "C", "C", "C", "C", "C", "C", "C", "C", "C", "C", "C", "C", "C", "C", "C", "C", "C", "C", "C", "C", "C", "C", "C", "C", "H", "H", "H", "H", "H", "H", "H", "H", "H", "H", "H", "H", "H", "H", "H", "H", "H", "H", "H", "H", "H", "H", "H", "H", "H", "H", "H", "H", "H", "H", "H", "H", "H"], "xyz": [[-2.959, -2.971, 2.726], [1.243, 0.737, 0.530], [0.707, 3.734, 1.061], [-2.002, -4.783, -4.780], [-0.469, 3.406, -1.968], [0.093, -0.926, 1.319], [2.727, -0.983, 0.181], [2.662, 1.569, -1.198], [6.495, 1.362, -4.453], [6.124, 0.511, -6.458], [0.929, 0.322, -1.785], [-0.534, 1.164, 2.665], [-1.527, 1.215, 0.088], [-1.870, 1.675, -3.379], [5.707, 0.846, -5.319], [2.257, -2.498, -1.494], [3.604, -5.509, -0.600], [-1.983, 1.219, -1.168], [-0.633, -2.571, -0.091], [5.064, -2.614, 2.458], [-6.616, 1.312, 0.777], [1.993, 0.975, -2.101], [-3.805, 1.254, 0.857], [4.922, 1.197, 3.359], [-4.291, -3.282, -1.203], [-1.866, 1.019, 2.416], [-0.403, -2.132, 1.099], [-2.538, -2.953, -2.776], [-0.006, 1.047, 3.836], [2.825, -2.192, -0.257], [-2.139, 0.671, 4.797], [3.701, -4.468, -0.107], [1.441, 4.795, 3.599], [3.454, 0.481, -6.027], [3.401, 4.205, 4.803], [-2.701, 0.860, 3.511], [4.442, -2.851, 1.545], [2.844, 1.592, 2.125], [-5.931, 2.486, 0.867], [3.900, 1.025, -3.709], [4.804, 2.341, 4.118], [1.635, 0.596, -4.481], [4.311, 0.803, -5.005], [-2.796, -4.215, -3.297], [-0.821, -2.908, 2.321], [-1.520, -2.027, -3.378], [3.680, 3.170, 3.857], [-4.538, 2.437, 0.876], [-5.930, 0.094, 0.769], [3.904, 0.811, 2.477], [-4.395, -4.564, -1.643], [-3.618, -5.120, -2.659], [2.538, 0.914, -3.494], [2.744, 2.855, 2.830], [-1.443, 1.974, -2.079], [1.698, 3.834, 2.708], [-4.565, 0.029, 0.770], [-0.776, 0.768, 4.989], [-2.343, 1.207, 1.037], [2.275, 4.953, 4.688], [2.109, 0.358, -5.782], [3.627, -3.139, 0.396], [-3.374, -2.436, -1.756], [5.486, 2.631, 4.911], [3.976, -0.194, 2.114], [5.689, 0.430, 3.539], [-7.725, 1.278, 0.795], [-0.353, 0.646, 6.008], [-6.501, 3.422, 0.968], [4.629, 1.313, -2.941], [-6.439, -0.825, 0.728], [0.590, 0.535, -4.160], [-1.301, -1.095, -2.792], [2.177, 5.691, 5.505], [-3.822, -6.045, -3.116], [-0.390, -2.434, 3.198], [1.066, 1.148, 3.830], [-0.910, -3.544, -0.020], [-0.604, -2.529, -3.461], [-3.769, 0.873, 3.304], [-2.731, 1.126, -3.299], [-5.135, -5.209, -1.237], [2.096, -3.495, -1.580], [-2.225, 2.505, -3.780], [1.384, -2.029, -1.621], [-3.884, 3.323, 0.919], [-0.577, -3.951, 2.226], [3.877, 0.257, -6.967], [-3.059, -1.427, -1.375], [-2.778, 0.441, 5.592], [0.676, 5.525, 3.392], [4.053, 4.420, 5.690], [1.524, 0.009, -6.576], [-4.835, -2.907, -0.314], [-3.962, -0.834, 0.867], [-1.691, -1.736, -4.357]], "forces_ev_per_a": [[0.4, 0.1, -0.1], [-0.8, -0.2, -0.5], [0.0, 0.3, 0.3], [0.0, 0.3, 0.4], [-0.2, -0.7, 0.4], [-0.8, -2.5, 0.2], [0.0, -1.7, -0.3], [-0.5, -0.1, -1.0], [-2.1, -1.7, -2.2], [-1.1, 0.3, 2.3], [1.0, 0.7, -1.0], [-0.5, 0.0, -2.3], [2.6, 0.6, -1.0], [-1.2, -1.1, 0.1], [4.0, 1.8, -0.1], [0.5, -0.8, 1.1], [0.2, -0.2, 0.0], [-0.6, -0.5, -0.3], [0.7, -0.2, 0.2], [1.8, 0.6, 2.6], [-1.2, -1.1, 0.3], [-0.1, -0.2, 2.1], [-2.6, -1.1, -0.4], [0.5, -0.3, 1.3], [-0.5, 1.5, 1.7], [1.3, 1.0, 1.6], [-0.2, 2.0, -0.8], [-0.6, 1.7, -0.6], [-0.2, -0.3, 1.5], [0.0, 2.4, -0.3], [0.4, 0.4, -1.7], [-0.5, 0.5, -0.1], [-0.9, 1.2, -0.3], [-0.3, -0.3, 0.3], [0.5, 0.0, 0.4], [0.0, -0.3, -0.1], [-2.5, -0.3, -3.1], [-0.9, 1.5, 0.2], [0.1, 0.8, 0.0], [0.3, 0.5, 0.0], [-0.3, -0.5, -1.1], [-0.2, -0.3, -0.9], [0.2, -0.2, 0.2], [0.9, -0.4, 0.0], [0.2, 0.4, 0.4], [0.2, 0.7, 2.2], [0.2, 0.0, 1.3], [1.7, 0.6, 0.1], [0.3, 0.4, -0.4], [0.3, 0.0, 0.0], [-0.2, -1.9, -0.4], [-0.7, 2.4, 0.0], [-0.4, -0.1, 1.1], [0.7, 0.0, 0.6], [0.3, 1.2, 0.3], [0.4, -1.9, -1.7], [1.6, 2.8, 0.7], [0.0, 0.0, 0.2], [-1.1, -0.4, 1.1], [1.2, 0.7, 2.0], [0.4, 0.4, 1.5], [0.8, -1.0, 0.6], [2.4, 0.2, -0.6], [0.1, -0.1, -0.1], [0.1, -0.3, -0.5], [0.0, 0.6, 0.0], [0.8, 0.2, -0.1], [-0.1, 0.1, -1.0], [0.6, -0.3, -0.2], [-0.6, -0.3, -0.2], [-0.9, -1.0, 0.0], [0.3, -0.1, -0.4], [-0.5, -1.0, -0.2], [-0.6, -0.2, -0.8], [-0.1, -1.1, -0.1], [0.0, -0.3, 0.1], [0.3, 0.1, 0.5], [-0.4, -0.2, -0.1], [1.6, -0.9, 0.1], [0.1, -0.2, 0.5], [0.5, -0.5, 0.1], [-0.6, -0.4, 0.6], [0.2, 0.0, -0.2], [0.4, 1.3, -0.8], [-0.6, 0.7, -0.1], [-0.8, 0.0, 0.1], [0.2, -0.3, 0.1], [0.3, -0.1, -0.9], [-0.8, -1.0, -0.3], [-0.9, -0.2, 1.2], [-0.3, 0.0, 0.0], [-0.4, -0.5, -1.1], [-1.2, -0.2, -0.9], [0.0, -0.5, -0.7], [0.0, -1.2, -0.2], [-1.0, 0.6, -2.1]], "mulliken_charge": [-0.09, 0.38, -0.20, -0.26, -0.43, 0.16, -0.35, -0.77, -0.57, -0.62, 0.05, 0.58, 1.62, -0.44, 0.94, -0.29, -0.73, -1.00, -0.08, -0.68, -0.30, 0.79, -1.42, -0.78, -0.31, 0.99, 0.25, 0.33, -0.11, 0.95, -0.67, -0.37, -0.81, -0.37, -0.80, -0.75, 0.14, 0.61, -0.82, -0.39, -0.88, -0.27, -0.15, 0.52, -1.74, -1.66, 0.87, 0.21, -0.92, -0.59, -0.39, -0.94, 0.26, -0.46, -0.19, 0.99, 0.81, -1.13, -0.63, -0.46, -1.02, 0.20, 0.44, 0.34, 0.38, 0.41, 0.30, 0.38, 0.36, 0.56, 0.47, 0.42, -0.12, 0.29, 0.43, 0.47, 0.40, 0.13, 0.61, 0.49, 0.24, 0.37, 0.35, 0.27, -0.13, 0.43, 0.69, 0.56, 0.01, 0.49, 0.44, 0.21, 0.46, 0.20, 0.11, 0.74]}